[1]
DFT (wB97M-V/def2-TZVPD) results for an isolated molecule of C3H7PS in a non-equilibrium geometry.

The net charge is 0. The LUMO energy comes out at -0.28 eV. The calculated total energy is -23345.0974 eV. The spin multiplicity is 1.

Positions of all 12 atoms, in Å:
C -0.219 -1.603 0.005
C -0.090 -0.103 0.110
P 1.287 0.886 -0.019
C -1.274 0.710 0.097
S -2.855 0.253 -0.215
H -0.936 -2.048 0.841
H -0.680 -1.931 -0.904
H 0.771 -2.213 0.177
H 0.705 2.031 0.404
H 2.017 1.589 -1.254
H 2.460 0.638 0.764
H -1.188 1.791 -0.007

These are the natural (NBO) partial charges, in e, on atoms 1 to 6: atom 1 (C): -0.63, atom 2 (C): -0.62, atom 3 (P): 0.83, atom 4 (C): -0.28, atom 5 (S): -0.15, atom 6 (H): 0.24



[2]
DFT (wB97M-V/def2-TZVPD) results for a structure of composition C28H49BrIrNO3P3 in a non-equilibrium geometry.

The net charge is +4. The LUMO energy (alpha / beta) comes out at -12.17 / -16.43 eV. The calculated total energy is -138165.2774 eV. The spin multiplicity is 6.

Positions of all 86 atoms, in Å:
N -5.381 -1.126 3.337
C -4.540 -0.231 3.867
C -4.013 0.826 3.120
C -4.368 0.930 1.757
C -5.323 0.024 1.238
C -5.801 -0.988 2.079
C -3.677 1.872 0.919
Ir 0.747 0.098 -0.603
P 2.758 0.342 -1.617
C -3.846 1.919 -0.434
C -2.705 2.336 -1.217
C -2.498 1.772 -2.494
C -1.286 1.949 -3.148
C -0.282 2.670 -2.498
C -0.479 3.342 -1.289
C -1.687 3.139 -0.631
Br 1.277 3.213 -3.543
H -3.038 2.566 1.463
H -4.697 1.477 -0.946
H -3.311 1.531 3.572
H -5.688 0.088 0.215
H -4.269 -0.359 4.922
H -6.546 -1.703 1.720
H -3.289 1.163 -2.928
H -1.830 3.567 0.365
H -1.101 1.566 -4.143
H 0.283 4.009 -0.892
P -0.106 -1.876 -1.004
C 3.137 1.993 -0.902
C 4.105 2.916 -1.644
H 3.493 1.811 0.126
H 2.165 2.507 -0.789
H 4.161 3.864 -1.088
H 5.120 2.510 -1.709
H 3.731 3.163 -2.645
C 2.419 0.183 -3.406
C 3.572 0.286 -4.402
H 1.688 0.979 -3.645
H 1.884 -0.765 -3.558
H 3.151 0.437 -5.406
H 4.243 1.128 -4.198
H 4.156 -0.642 -4.446
C 4.192 -0.736 -1.290
C 5.579 -0.185 -1.622
H 4.022 -1.668 -1.848
H 4.130 -0.992 -0.223
H 6.333 -0.927 -1.332
H 5.707 -0.002 -2.695
H 5.801 0.736 -1.074
C 0.721 -3.327 -0.213
C 1.986 -3.789 -0.926
H -0.021 -4.138 -0.190
H 0.955 -3.030 0.824
H 2.317 -4.736 -0.481
H 1.833 -3.972 -1.997
H 2.805 -3.067 -0.807
C -0.166 -2.337 -2.793
C -1.253 -1.623 -3.587
H -0.325 -3.426 -2.824
H 0.827 -2.145 -3.222
H -1.027 -1.695 -4.658
H -2.239 -2.079 -3.434
H -1.329 -0.557 -3.334
C -1.898 -2.043 -0.559
C -2.230 -2.569 0.833
H -2.335 -2.711 -1.319
H -2.333 -1.039 -0.700
H -3.288 -2.866 0.854
H -1.640 -3.449 1.116
H -2.097 -1.791 1.595
C 3.057 -1.516 3.105
O 2.005 -1.409 2.111
P 1.270 -0.063 1.535
O -0.099 0.086 2.420
C -0.361 -0.562 3.682
O 2.216 1.148 2.073
C 1.836 2.054 3.130
H 3.935 -1.978 2.642
H 2.710 -2.158 3.925
H 3.336 -0.541 3.527
H -0.607 -1.624 3.534
H 0.487 -0.451 4.375
H -1.235 -0.040 4.094
H 0.934 2.619 2.864
H 1.684 1.506 4.071
H 2.673 2.748 3.262

These are the Löwdin partial charges, in e, on atoms 1 to 6: atom 1 (N): 0.33, atom 2 (C): 0.02, atom 3 (C): 0.08, atom 4 (C): -0.18, atom 5 (C): 0.14, atom 6 (C): 0.07



[3]
DFT (wB97M-V/def2-TZVPD) results for a structure of composition C37H56NO3P2RuS3Sb in a non-equilibrium geometry.

The net charge is +1. The LUMO energy (alpha / beta) comes out at -2.33 / -4.93 eV. The calculated total energy is -107106.2404 eV. The spin multiplicity is 6.

Positions of all 104 atoms, in Å:
Ru 0.136 0.201 1.145
O 7.878 -1.520 1.883
C 7.477 -0.330 1.358
O 8.303 0.392 0.828
C 6.055 0.059 1.478
C 4.999 -0.787 1.820
C 3.702 -0.343 1.717
C 3.420 0.988 1.340
S 1.828 1.584 1.240
C 4.487 1.863 1.028
C 5.772 1.391 1.106
H 7.213 -1.892 2.493
H 5.115 -1.803 2.202
H 2.855 -1.010 1.876
H 4.289 2.876 0.736
H 6.553 2.076 0.855
S -1.850 -2.884 2.721
P -1.554 -3.000 0.751
S -0.101 -1.801 -0.096
C -3.055 -2.776 -0.188
C -2.975 -2.262 -1.473
C -4.117 -2.280 -2.276
C -5.305 -2.849 -1.820
C -5.381 -3.295 -0.521
C -4.270 -3.237 0.299
C -1.063 -4.672 0.312
C -1.312 -5.650 1.254
C -1.040 -6.981 0.918
C -0.443 -7.297 -0.308
C -0.260 -6.301 -1.264
C -0.512 -4.968 -0.959
H -2.007 -1.900 -1.870
H -4.068 -1.812 -3.265
H -6.160 -2.923 -2.495
H -6.297 -3.733 -0.157
H -4.309 -3.517 1.353
H -1.656 -5.352 2.246
H -1.215 -7.790 1.572
H -0.236 -8.323 -0.558
H 0.124 -6.545 -2.245
H -0.248 -4.154 -1.620
C 1.645 1.674 4.292
P 0.543 0.421 3.431
C 1.064 -1.103 4.354
C -1.171 0.606 4.141
H 1.502 1.677 5.373
H 1.451 2.649 3.900
H 2.697 1.473 4.102
H 0.928 -0.929 5.437
H 2.126 -1.325 4.164
H 0.400 -1.915 4.010
H -1.111 0.570 5.253
H -1.780 -0.255 3.817
H -1.634 1.525 3.806
C -0.420 4.707 1.297
C -1.555 3.823 1.853
C -2.924 4.495 1.986
Sb -1.757 1.957 0.530
C -3.973 1.357 0.403
C -4.925 2.350 -0.167
C -4.233 0.913 1.832
C -1.561 2.682 -1.674
C -2.262 4.015 -1.835
C -2.078 1.520 -2.474
H -0.269 5.601 1.891
H -0.681 5.041 0.284
H 0.500 4.156 1.300
H -1.184 3.322 2.777
H -3.341 4.838 1.012
H -2.801 5.416 2.578
H -3.645 3.810 2.469
H -3.819 0.497 -0.252
H -4.938 3.322 0.431
H -5.915 1.921 -0.042
H -4.782 2.622 -1.237
H -4.517 1.709 2.536
H -3.387 0.383 2.282
H -5.046 0.168 1.789
H -0.467 2.761 -1.698
H -3.216 4.117 -1.276
H -2.525 4.143 -2.895
H -1.635 4.893 -1.576
H -3.211 1.511 -2.586
H -1.768 0.556 -2.006
H -1.668 1.537 -3.494
O 0.610 0.278 -2.906
C 1.362 0.529 -3.882
C 1.774 -0.485 -4.925
C 3.260 -0.882 -4.715
C 3.822 -0.491 -3.330
C 4.320 1.000 -3.282
C 3.175 1.966 -3.059
N 2.068 1.753 -3.983
H 1.624 0.000 -5.911
H 1.075 -1.328 -4.847
H 3.907 -0.435 -5.497
H 3.360 -1.994 -4.856
H 4.632 -1.160 -3.071
H 3.056 -0.585 -2.533
H 4.937 1.253 -4.169
H 4.980 1.080 -2.391
H 3.475 3.015 -3.208
H 2.767 1.851 -2.040
H 2.370 1.977 -4.929

These are the Löwdin partial charges, in e, on atoms 1 to 6: atom 1 (Ru): 0.37, atom 2 (O): 0.12, atom 3 (C): -0.45, atom 4 (O): 0.12, atom 5 (C): -0.11, atom 6 (C): -0.01



[4]
DFT (wB97M-V/def2-TZVPD) results for a cluster of 3 separate species, C25H41FN2O2 in total.

The net charge is 0. The LUMO energy comes out at -0.86 eV. The calculated total energy is -36381.7916 eV. The spin multiplicity is 1.

Positions of all 71 atoms, in Å:
C -1.406 0.606 -0.666
C -2.518 1.619 -0.735
C -3.841 1.202 -0.523
C -4.932 2.065 -0.568
C -6.334 1.558 -0.350
C -7.191 1.639 -1.593
F -7.363 2.952 -2.004
C -4.708 3.423 -0.820
C -3.410 3.858 -1.063
C -2.319 2.979 -1.026
C -0.980 3.567 -1.322
O 0.043 3.201 -0.803
C -0.994 4.690 -2.289
C -2.034 5.519 -2.316
C -3.157 5.290 -1.379
O -3.802 6.183 -0.902
H -0.513 1.051 -0.248
H -1.177 0.224 -1.658
H -1.705 -0.202 -0.005
H -4.024 0.155 -0.312
H -6.827 2.087 0.461
H -6.273 0.497 -0.112
H -8.183 1.232 -1.407
H -6.749 1.080 -2.417
H -5.509 4.142 -0.836
H -0.161 4.848 -2.956
H -2.088 6.356 -2.993
C 4.310 1.248 4.323
C 4.080 1.090 2.827
N 2.786 0.522 2.500
C 2.665 0.138 1.105
C 2.708 1.243 0.043
C 1.635 1.208 3.062
C 1.432 2.688 2.708
H 4.194 0.293 4.838
H 5.323 1.610 4.501
H 3.625 1.968 4.771
H 4.844 0.413 2.435
H 4.251 2.064 2.342
H 1.735 -0.427 0.983
H 3.466 -0.575 0.890
H 1.772 1.796 0.003
H 2.855 0.796 -0.944
H 3.524 1.948 0.204
H 1.689 1.120 4.150
H 0.739 0.645 2.783
H 2.365 3.250 2.748
H 0.745 3.146 3.423
H 0.997 2.819 1.717
C 1.094 -6.779 -1.966
C 2.016 -5.901 -1.133
N 2.100 -4.534 -1.612
C 3.163 -3.769 -0.983
C 3.063 -3.493 0.522
C 0.833 -3.840 -1.764
C -0.063 -3.686 -0.527
H 1.399 -6.782 -3.013
H 1.134 -7.804 -1.597
H 0.054 -6.455 -1.909
H 3.023 -6.327 -1.178
H 1.702 -5.963 -0.079
H 3.255 -2.816 -1.513
H 4.103 -4.298 -1.173
H 2.329 -2.721 0.742
H 4.025 -3.133 0.893
H 2.810 -4.386 1.094
H 0.259 -4.355 -2.539
H 1.040 -2.852 -2.183
H -0.112 -4.603 0.063
H -1.082 -3.444 -0.839
H 0.272 -2.880 0.125

These are the Löwdin partial charges, in e, on atoms 1 to 6: atom 1 (C): -0.02, atom 2 (C): -0.16, atom 3 (C): 0.02, atom 4 (C): -0.19, atom 5 (C): -0.13, atom 6 (C): -0.20